The following is a quantum chemistry calculation of one molecule with the formula C2H3N in a non-equilibrium geometry, from the OMol25 dataset.

```
6
Properties=species:S:1:pos:R:3:forces:R:3:mulliken_charge:R:1
H -0.837 0.132 1.035 -0.346 0.852 -0.284 0.268
C -0.519 0.083 -0.009 -0.568 -5.735 2.053 -0.713
H -0.769 0.766 -0.699 -1.796 2.593 -2.047 0.282
C 0.886 0.004 -0.021 11.032 0.240 0.265 0.334
N 2.127 0.027 -0.012 -8.808 -0.268 -0.112 -0.407
H -0.888 -1.012 -0.294 0.486 2.318 0.124 0.237
```
Positions in Å, forces in eV/Å.

Output
SMILES string ... CC#N
DFT total energy ... -132.71662 Ha
Max |F| ... 11.038 eV/A
Kohn-Sham gap ... 0.4344 hartree

The following is a quantum chemistry calculation of an isolated ion of composition C2H3N2O and charge +1 in a non-equilibrium geometry, from the OMol25 dataset.

```
8
Properties=species:S:1:pos:R:3:forces:R:3:mulliken_spin:R:1
O -0.051 2.798 -0.431 0.083 -4.505 3.348 1.123
H -0.055 -0.679 0.864 0.301 0.906 -0.576 0.001
C -0.155 0.147 0.116 -2.632 -0.714 0.751 -0.026
H -1.226 0.044 -0.308 1.129 0.363 0.860 0.060
N 0.226 2.749 2.678 0.329 0.531 0.973 0.412
H 0.382 0.023 -0.788 1.240 -0.173 -0.696 0.036
N 0.211 2.112 1.769 -0.510 -0.923 -0.454 -0.043
C -0.015 1.501 0.628 0.061 4.515 -4.207 0.437
```
Positions in Å, forces in eV/Å.

Output
DFT total energy ... -262.23997 Ha
Multiplicity ... 3
Max |F| ... 6.171 eV/A
Net charge ... +1
Kohn-Sham gap (alpha / beta) ... 0.3328 / 0.3461 hartree

The following is a quantum chemistry calculation of an isolated ion of composition C2H3N2O2 and charge -1 in a non-equilibrium geometry, from the OMol25 dataset.

```
9
Properties=species:S:1:pos:R:3:forces:R:3:mulliken_charge:R:1
H -1.454 -0.977 0.141 0.012 -0.024 0.181 0.236
N 1.514 0.905 1.863 -0.590 -1.159 1.396 0.147
H -1.821 -1.044 -1.654 0.005 0.011 -0.224 0.237
O 0.678 0.245 1.028 -0.317 -0.567 1.964 0.090
C -1.185 -0.685 -0.861 -0.685 -0.560 0.112 -0.801
O 1.446 0.464 3.028 -0.139 0.836 -2.917 -0.434
N 0.805 0.637 -0.296 1.368 1.172 -1.475 -0.801
H 0.123 0.369 -2.139 -0.018 0.046 0.064 0.310
C -0.107 0.087 -1.111 0.364 0.246 0.898 0.016
```
Positions in Å, forces in eV/Å.

Output
DFT total energy ... -337.85968 Ha
Max |F| ... 3.037 eV/A
Net charge ... -1
Kohn-Sham gap (alpha / beta) ... 0.2537 / 0.2537 hartree

The following is a quantum chemistry calculation of an isolated ion of composition C2H3N2O2 and charge -1 in a non-equilibrium geometry, from the OMol25 dataset.

```
9
Properties=species:S:1:pos:R:3:forces:R:3:mulliken_charge:R:1
N -0.424 -1.893 -0.412 1.213 -1.520 -1.387 -0.740
N 1.656 0.381 -0.487 4.061 1.166 3.044 0.063
H -1.593 -1.059 1.072 0.407 0.673 -0.380 0.262
O 0.738 0.760 0.450 0.678 0.175 -1.451 -0.056
H -0.574 0.738 -1.216 -0.016 -0.085 1.296 0.214
C -0.552 0.490 -0.114 0.782 0.488 -1.085 -0.392
O 2.804 0.504 0.032 -3.660 -0.715 -2.126 -0.458
C -0.835 -0.914 0.162 -2.352 -1.894 1.602 -0.236
H -1.220 0.993 0.513 -1.114 1.711 0.486 0.341
```
Positions in Å, forces in eV/Å.

Output
DFT total energy ... -337.84724 Ha
Max |F| ... 5.208 eV/A
Net charge ... -1
Kohn-Sham gap (alpha / beta) ... 0.2120 / 0.2122 hartree

The following is a quantum chemistry calculation of C2H3N2O2 as an isolated structure in a non-equilibrium geometry, from the OMol25 dataset.

```
9
Properties=species:S:1:pos:R:3:forces:R:3:mulliken_charge:R:1
C 0.773 0.848 -0.121 0.249 -0.038 2.348 -0.339
O -2.931 -0.012 -0.140 -1.379 0.558 -0.034 -0.701
H 0.678 1.207 0.990 0.559 -1.307 -1.776 0.272
N 1.686 0.035 -0.656 -0.091 -1.919 2.530 -0.430
N -1.866 -0.569 0.097 0.503 0.309 -0.260 0.314
H 0.243 1.495 -0.751 -0.237 1.096 -1.285 0.397
O 2.101 -0.921 0.212 -0.544 2.245 -1.904 -0.542
H -0.010 -1.510 0.207 -0.228 1.776 0.210 0.213
C -0.675 -0.573 0.163 1.169 -2.720 0.171 -0.183
```
Positions in Å, forces in eV/Å.

Output
DFT total energy ... -337.82086 Ha
Max |F| ... 3.177 eV/A
Net charge ... -1
Kohn-Sham gap (alpha / beta) ... 0.2756 / 0.2756 hartree

The following is a quantum chemistry calculation of a 2-piece molecular cluster, C2H3N2O2 overall in a non-equilibrium geometry, from the OMol25 dataset.

```
9
Properties=species:S:1:pos:R:3:forces:R:3:mulliken_charge:R:1
H 0.025 1.701 1.750 0.068 1.059 0.962 0.228
H -1.359 0.537 -0.594 1.734 1.288 1.945 0.244
O 3.109 0.205 -1.004 2.268 2.257 -1.425 -0.440
C -0.016 1.318 0.761 2.636 -1.499 0.068 -0.160
O 3.816 -0.675 1.132 0.701 0.407 -0.010 -0.698
H 0.922 0.892 0.392 -0.015 0.263 -0.494 0.140
C 3.136 -0.484 0.145 -1.278 -1.149 0.577 0.931
N -1.138 1.087 0.324 -4.531 -1.010 -2.438 -0.514
N 2.034 -0.743 -0.469 -1.583 -1.616 0.816 -0.731
```
Positions in Å, forces in eV/Å.

Output
DFT total energy ... -337.92295 Ha
Max |F| ... 5.243 eV/A
Net charge ... -1
Kohn-Sham gap ... 0.2762 hartree

The following is a quantum chemistry calculation of C2H3N2O2 as an isolated structure in a non-equilibrium geometry, from the OMol25 dataset.

```
9
Properties=species:S:1:pos:R:3:forces:R:3:mulliken_charge:R:1
H 0.907 -1.419 1.419 -0.745 -0.622 0.169 0.222
H 0.117 0.025 2.199 -0.154 -0.735 -2.039 0.188
O 1.154 0.223 -1.223 -2.140 -0.264 0.104 -0.571
C -0.974 0.871 -1.435 -2.325 3.106 -0.772 0.600
N -0.122 -0.129 -1.298 2.754 -1.500 -0.018 -0.107
N -1.748 1.698 -1.757 1.333 -1.537 0.700 -0.560
H 1.142 -0.004 0.609 -0.948 0.213 0.398 0.253
C 0.288 -0.539 1.169 1.348 0.939 0.960 -0.531
O -0.764 -0.726 0.317 0.878 0.400 0.499 -0.495
```
Positions in Å, forces in eV/Å.

Output
DFT total energy ... -337.88031 Ha
Max |F| ... 3.956 eV/A
Net charge ... -1
Kohn-Sham gap ... 0.3070 hartree

The following is a quantum chemistry calculation of a 2-piece molecular cluster, C2H3N2O2 overall in a non-equilibrium geometry, from the OMol25 dataset.

```
9
Properties=species:S:1:pos:R:3:forces:R:3:mulliken_charge:R:1
O -2.916 -0.221 -0.155 1.196 1.006 -0.008 -0.268
O -2.172 3.136 -0.577 0.732 -1.634 0.242 -0.265
N -1.845 0.238 -0.139 -0.096 -1.405 0.086 0.852
H -0.246 -0.639 1.051 -0.216 0.067 -0.149 0.286
C -0.095 1.187 -0.195 -1.904 -1.318 0.095 0.075
H -0.121 -0.988 -0.698 -0.237 0.139 0.035 0.290
C -0.448 -0.250 0.044 2.059 -2.346 0.668 -0.281
H 0.782 1.813 -0.255 -0.041 0.181 -0.032 0.423
N -1.354 1.491 -0.326 -1.494 5.311 -0.935 -0.110
```
Positions in Å, forces in eV/Å.

Output
DFT total energy ... -337.34407 Ha
Max |F| ... 5.596 eV/A
Net charge ... +1
Kohn-Sham gap (alpha / beta) ... 0.2397 / 0.2391 hartree

The following is a quantum chemistry calculation of a 2-piece molecular cluster, C2H3N2O2 overall in a non-equilibrium geometry, from the OMol25 dataset.

```
9
Properties=species:S:1:pos:R:3:forces:R:3:mulliken_charge:R:1
C 1.720 -0.262 -0.099 2.328 -0.764 -0.457 0.781
H -2.080 -0.601 -0.997 -1.547 0.165 -2.309 0.293
O 2.244 0.745 -0.244 1.047 1.008 -0.186 -0.336
C -0.781 0.383 0.062 1.957 3.961 0.911 0.397
H 0.512 1.776 0.915 0.438 1.105 0.410 0.372
H -1.266 -1.444 0.201 -0.786 1.157 -0.380 0.361
N -0.011 1.231 0.280 -2.969 -1.675 -0.331 -0.099
O 1.295 -1.321 0.029 -1.168 -1.171 0.237 -0.392
N -1.633 -0.506 -0.148 0.701 -3.786 2.106 -0.377
```
Positions in Å, forces in eV/Å.

Output
DFT total energy ... -337.70038 Ha
Max |F| ... 4.511 eV/A
Net charge ... +1
Kohn-Sham gap ... 0.4384 hartree

The following is a quantum chemistry calculation of an isolated ion of composition C2H3N2O2 and charge +1 in a non-equilibrium geometry, from the OMol25 dataset.

```
9
Properties=species:S:1:pos:R:3:forces:R:3:mulliken_charge:R:1
N -0.005 1.400 0.014 0.662 1.365 0.001 -0.075
O -2.112 0.591 -0.019 -0.506 0.366 0.020 -0.410
H 0.028 -1.304 -0.908 -0.139 0.168 -0.066 0.275
C 0.090 -0.695 -0.006 -0.522 0.110 -0.007 -0.166
C 1.111 0.430 -0.004 -0.644 0.143 0.014 0.329
H 0.028 -1.310 0.892 -0.140 0.187 0.050 0.274
N -0.952 0.516 -0.003 1.154 -2.103 -0.016 0.808
O 2.255 0.617 -0.017 0.389 -0.054 0.010 -0.301
H -0.097 2.422 0.018 -0.255 -0.181 -0.005 0.267
```
Positions in Å, forces in eV/Å.

Output
SMILES string ... O=C1C[N+](=O)N1
DFT total energy ... -337.59556 Ha
Max |F| ... 2.399 eV/A
Net charge ... +1
Kohn-Sham gap ... 0.3849 hartree